Entry i
The following is a quantum chemistry calculation of a structure of composition C4H7N3S, from the Open Molecules 2025 dataset.

Atoms and positions in Å:
S: 0.412 -2.334 0.341
N: -1.744 -1.010 -1.449
N: 1.655 0.223 1.876
N: 0.000 -0.681 0.183
C: -0.788 -0.162 -0.859
C: 0.345 1.484 0.287
C: 0.692 0.346 0.818
C: -0.494 1.113 -0.868
H: -0.829 2.085 -1.432
H: 2.398 -0.374 1.494
H: -1.300 -1.392 -2.571
H: -0.492 -2.731 1.230
H: 0.635 2.532 0.724
H: 2.378 1.221 1.721
H: -2.867 -0.318 -1.496

Properties
E_HOMO, eV: -7.885
HOMO-LUMO gap, eV: 8.410

Atomic partial charges in e from the natural (NBO) method, atoms 1 to 8: S 0.203; N -0.848; N -0.783; N -0.514; C 0.222; C -0.334; C 0.278; C -0.289

Entry ii
The following is a quantum chemistry calculation of the molecule C4H7N3S, from the Open Molecules 2025 dataset.

Atoms and positions in Å:
S: -3.405 -0.060 -0.032
N: 1.443 1.801 0.136
N: -0.718 0.180 0.053
N: 1.549 0.414 -0.095
C: -1.858 -0.561 0.037
C: 2.855 -0.084 -0.232
C: 0.435 -0.344 -0.044
C: 3.172 -1.321 0.140
H: 4.198 -1.603 -0.007
H: -1.672 -1.645 0.019
H: 0.570 -1.414 -0.177
H: 3.564 0.682 -0.642
H: 1.067 1.851 1.072
H: 0.712 2.165 -0.463
H: 2.500 -1.991 0.648

Properties
E_HOMO, eV: -8.468
HOMO-LUMO gap, eV: 8.056
Structure (SMILES): C=CN(N)/C=N/C=S

Atomic partial charges in e from the natural (NBO) method, atoms 1 to 8: S -0.014; N -0.623; N -0.578; N -0.263; C -0.103; C 0.001; C 0.330; C -0.456

Entry iii
The following is a quantum chemistry calculation of the molecule C4H7N3S, from the Open Molecules 2025 dataset.

Atoms and positions in Å:
S: -3.464 -0.633 0.155
N: 1.754 -0.280 1.114
N: 0.309 0.421 -0.875
N: 1.084 -2.039 -0.646
C: -0.127 1.630 -0.048
C: -1.921 -0.314 0.455
C: -1.207 0.586 -0.609
C: 0.981 -0.717 -0.176
H: 0.314 -2.324 -1.396
H: -1.780 0.941 -1.365
H: 0.238 1.857 1.042
H: -1.244 -0.939 1.087
H: 2.144 -1.155 1.162
H: 0.423 2.586 -0.594
H: 2.496 0.380 0.695

Properties
E_HOMO, eV: -9.134
HOMO-LUMO gap, eV: 8.348
Structure (SMILES): [H]/N=C(/N)N1C[C@@H]1C=S

Atomic partial charges in e from the natural (NBO) method, atoms 1 to 8: S 0.117; N -0.822; N -0.445; N -0.731; C -0.294; C -0.311; C -0.093; C 0.548

Entry iv
The following is a quantum chemistry calculation of the molecule C4H7N3S, from the Open Molecules 2025 dataset.

Atoms and positions in Å:
S: 3.524 -1.185 0.108
N: -2.636 -1.119 -0.459
N: 1.794 0.763 -0.043
N: -1.640 -1.318 0.447
C: -0.711 -0.541 0.750
C: 2.193 -0.453 -0.513
C: -0.490 0.877 0.277
C: 0.641 1.511 -0.025
H: 2.531 1.072 0.662
H: -2.618 -0.239 -1.084
H: -1.371 1.474 0.104
H: 1.444 -0.942 -1.139
H: -3.486 -1.783 -0.464
H: 0.648 2.576 -0.180
H: 0.176 -0.692 1.559

Properties
E_HOMO, eV: -8.499
HOMO-LUMO gap, eV: 8.776
Structure (SMILES): N/N=C\C=C/NC=S

Atomic partial charges in e from the natural (NBO) method, atoms 1 to 8: S -0.135; N -0.667; N -0.602; N -0.212; C -0.030; C -0.064; C -0.269; C -0.021

Which of them is the least stable? Correct choice: entry iii.

Entry i
The following is a quantum chemistry calculation of the molecule C4H7N3S, from the Open Molecules 2025 dataset.

Atoms and positions in Å:
S: 3.304 -0.014 0.250
N: -1.680 -0.137 -0.289
N: 0.678 2.646 -0.111
N: 1.792 -0.643 -0.373
C: -1.507 -0.227 1.150
C: 0.792 1.498 -0.181
C: 0.811 0.090 -0.523
C: -0.486 -0.427 -1.046
H: -2.412 0.179 1.598
H: -0.431 -1.558 -1.034
H: -0.678 0.289 1.600
H: -1.526 -1.336 1.340
H: 3.934 -1.173 0.171
H: -0.651 -0.030 -2.109
H: -1.939 0.844 -0.443

Properties
E_HOMO, eV: -9.577
HOMO-LUMO gap, eV: 9.694
Structure (SMILES): CNC/C(C#N)=N/S

Atomic partial charges in e from the natural (NBO) method, atoms 1 to 8: S 0.189; N -0.594; N -0.263; N -0.454; C -0.431; C 0.193; C 0.111; C -0.257

Entry ii
The following is a quantum chemistry calculation of the molecule C4H7N3S, from the Open Molecules 2025 dataset.

Atoms and positions in Å:
S: -3.585 0.349 0.036
N: 0.043 -1.013 -0.309
N: -1.938 0.327 -0.084
N: 0.889 1.794 0.211
C: -1.265 -0.732 0.030
C: 1.856 0.962 -0.398
C: 1.203 -1.636 0.231
C: 1.476 -0.482 -0.359
H: -3.802 -0.902 -0.298
H: 0.021 1.380 -0.027
H: -1.793 -1.560 0.323
H: 2.888 1.028 -0.072
H: 1.165 -2.483 0.957
H: 0.970 1.754 1.154
H: 1.871 1.213 -1.396

Properties
E_HOMO, eV: -7.324
HOMO-LUMO gap, eV: 7.828
Structure (SMILES): NCC1=CN1/C=N/S

Atomic partial charges in e from the natural (NBO) method, atoms 1 to 8: S 0.221; N -0.484; N -0.707; N -0.776; C 0.253; C -0.272; C -0.011; C 0.176

Which of them is the least stable? Correct choice: entry ii.

Entry i
The following is a quantum chemistry calculation of the molecule C4H7N3S, from the Open Molecules 2025 dataset.

Atoms and positions in Å:
S: 2.621 -0.937 -0.146
N: -1.894 -0.763 -0.243
N: 0.301 -1.582 0.097
N: 1.036 1.881 -0.034
C: 1.071 -0.574 0.056
C: 0.306 0.699 0.348
C: -1.163 0.584 -0.212
C: -1.118 -1.741 -0.025
H: 0.671 -2.447 0.090
H: -0.773 0.941 -1.164
H: 1.683 1.696 -0.772
H: -1.759 1.411 0.316
H: -1.641 -2.676 0.270
H: 0.352 0.821 1.534
H: 0.307 2.687 -0.114

Properties
E_HOMO, eV: -8.712
HOMO-LUMO gap, eV: 8.653
Structure (SMILES): N[C@H]1CN=CNC1=S

Atomic partial charges in e from the natural (NBO) method, atoms 1 to 8: S -0.104; N -0.403; N -0.587; N -0.844; C 0.103; C -0.127; C -0.294; C 0.235

Entry ii
The following is a quantum chemistry calculation of the molecule C4H7N3S, from the Open Molecules 2025 dataset.

Atoms and positions in Å:
S: 0.391 -1.901 0.118
N: -2.125 -1.056 0.773
N: -0.834 0.404 -0.544
N: -1.824 1.345 -0.306
C: -1.041 -0.803 0.088
C: 1.660 -0.794 -0.721
C: 1.841 0.367 0.138
C: 2.121 1.175 0.982
H: 1.581 -0.562 -1.744
H: -2.069 1.316 0.679
H: 2.406 2.100 1.540
H: -2.605 1.068 -0.817
H: 2.607 -1.347 -0.601
H: 0.094 0.677 -0.783
H: -2.202 -1.988 1.200

Properties
E_HOMO, eV: -9.023
HOMO-LUMO gap, eV: 9.676
Structure (SMILES): [H]/N=C(/NN)SCC#C

Atomic partial charges in e from the natural (NBO) method, atoms 1 to 8: S 0.226; N -0.781; N -0.465; N -0.628; C 0.296; C -0.605; C -0.087; C -0.203

Entry iii
The following is a quantum chemistry calculation of the molecule C4H7N3S, from the Open Molecules 2025 dataset.

Atoms and positions in Å:
S: 2.096 1.610 -0.718
N: -1.396 0.826 1.299
N: -2.181 -0.583 -0.504
N: -0.248 -1.074 -1.526
C: 0.056 -0.433 -0.316
C: -1.605 -1.180 -1.506
C: -1.162 -0.089 0.248
C: 1.570 0.095 0.240
H: -2.242 -1.567 -2.260
H: 0.506 -1.651 -1.870
H: 1.460 0.461 1.163
H: 2.211 -0.732 0.019
H: -0.931 0.610 2.216
H: -2.296 1.149 1.446
H: 0.865 1.910 -1.220

Properties
E_HOMO, eV: -7.906
HOMO-LUMO gap, eV: 8.712
Structure (SMILES): Nc1nc[nH]c1CS

Atomic partial charges in e from the natural (NBO) method, atoms 1 to 8: S -0.087; N -0.837; N -0.468; N -0.543; C 0.039; C 0.175; C 0.236; C -0.480

Which of them is the least stable? Correct choice: entry ii.

Entry i
The following is a quantum chemistry calculation of the molecule C4H9OPS, from the Open Molecules 2025 dataset.

Atoms and positions in Å:
S: -2.052 -0.087 -1.416
P: 0.857 0.009 0.089
O: 1.648 -0.829 0.958
C: -1.825 -1.193 0.989
C: 0.520 1.676 0.809
C: 1.468 -0.041 -1.730
C: -1.179 -0.410 -0.139
H: 1.311 -1.161 -2.020
H: 1.102 0.451 -2.645
H: 1.449 2.277 0.748
H: -2.868 -1.165 1.012
H: -1.423 -0.841 2.006
H: 0.453 1.393 1.830
H: -1.686 -2.281 0.888
H: 2.561 0.038 -1.638
H: -0.337 2.166 0.258

Properties
E_HOMO, eV: -8.455
HOMO-LUMO gap, eV: 8.182
Structure (SMILES): CC(=S)P(C)(C)=O

Atomic partial charges in e from the natural (NBO) method, atoms 1 to 8: S 0.086; P 1.864; O -1.075; C -0.707; C -1.000; C -0.999; C -0.389; H 0.252

Entry ii
The following is a quantum chemistry calculation of the molecule C4H9OPS, from the Open Molecules 2025 dataset.

Atoms and positions in Å:
S: 1.223 2.123 -0.565
P: -1.033 0.848 1.913
O: -0.264 2.098 1.681
C: 0.200 -0.555 1.389
C: 0.514 -0.463 -1.149
C: -0.196 -1.223 0.064
C: 0.066 0.989 -1.263
H: 0.215 -2.189 0.109
H: 0.160 0.931 -2.285
H: -1.322 -1.313 0.014
H: 1.203 -0.149 1.340
H: -1.962 0.609 0.646
H: 1.568 -0.381 -1.048
H: 0.229 -1.434 2.118
H: -0.866 1.251 -1.013
H: 0.266 -1.142 -1.950

Properties
E_HOMO (alpha / beta), eV: -8.924 / -8.563
HOMO-LUMO gap (alpha / beta), eV: 6.982 / 7.291

Atomic partial charges in e from the natural (NBO) method, atoms 1 to 8: S 0.145; P 1.239; O -0.929; C -0.724; C -0.394; C -0.399; C -0.624; H 0.208

Entry iii
The following is a quantum chemistry calculation of a cluster of 2 separate species, C4H9OPS in total, from the Open Molecules 2025 dataset.

Atoms and positions in Å:
S: -1.459 -0.400 -0.703
P: 0.547 0.091 -1.439
O: -1.504 3.011 -1.588
C: 0.951 0.755 0.252
C: 0.124 -1.490 -0.748
C: 0.460 -1.836 0.640
C: 0.621 -0.394 1.292
H: 2.006 1.077 0.489
H: -0.353 -0.123 1.812
H: 1.362 -0.402 2.092
H: -0.469 -2.387 1.001
H: -0.208 -2.282 -1.455
H: 0.360 1.690 0.237
H: -2.405 3.184 -1.179
H: -1.324 2.105 -1.507
H: 1.291 -2.599 0.803

Properties
E_HOMO, eV: -8.804
HOMO-LUMO gap, eV: 9.193
Structure (SMILES): C1C[C@H]2SP2C1.O

Atomic partial charges in e from the natural (NBO) method, atoms 1 to 8: S -0.222; P 0.765; O -0.945; C -0.743; C -0.573; C -0.450; C -0.420; H 0.234

Which of them is the least stable? Correct choice: entry ii.

Entry i
The following is a quantum chemistry calculation of a cluster of 2 separate species, C5H10NS in total, from the Open Molecules 2025 dataset.

Atoms and positions in Å:
S: 0.666 2.225 1.334
N: -1.324 2.064 -0.342
C: -0.616 2.796 0.451
C: 1.258 -1.093 -0.143
C: 0.242 -1.125 -0.949
C: -0.893 -1.337 -1.385
C: 1.195 -2.010 1.014
H: 1.807 -2.922 0.943
H: -2.082 2.509 -0.829
H: -0.910 1.255 -0.769
H: -1.040 -1.958 -2.287
H: 2.201 -0.773 -0.463
H: 0.566 1.010 0.577
H: -0.929 3.845 0.663
H: -1.821 -0.802 -0.974
H: 0.227 -2.279 1.219
H: 1.454 -1.406 1.940

Properties
E_HOMO, eV: -12.975
HOMO-LUMO gap, eV: 8.057
Net charge: +1

Atomic partial charges in e from the natural (NBO) method, atoms 1 to 8: S 0.293; N -0.665; C 0.013; C -0.320; C 0.084; C -0.484; C -0.617; H 0.244

Entry ii
The following is a quantum chemistry calculation of the ion C5H10NS with charge +1, from the Open Molecules 2025 dataset.

Atoms and positions in Å:
S: -1.308 1.902 -0.654
N: 0.278 -0.191 0.813
C: -1.631 1.296 1.061
C: -0.146 0.909 -1.185
C: 0.768 -1.428 0.553
C: -1.063 -0.085 1.271
C: 0.825 1.111 -2.197
H: -1.673 -0.863 0.616
H: -1.122 2.039 1.697
H: -2.651 1.516 1.260
H: 1.591 -1.770 1.235
H: 1.413 -1.322 -0.400
H: -1.151 -0.453 2.273
H: 0.532 0.879 -3.243
H: 1.140 2.243 -2.267
H: 1.767 0.428 -2.072
H: -0.116 -1.971 0.362

Properties
E_HOMO (alpha / beta), eV: -13.434 / -13.686
HOMO-LUMO gap (alpha / beta), eV: 7.785 / 7.895
Net charge: +1

Atomic partial charges in e from the natural (NBO) method, atoms 1 to 8: S 0.620; N -0.184; C -0.515; C 0.062; C -0.483; C -0.302; C -0.819; H 0.192

Which of them is the least stable? Correct choice: entry ii.

Entry i
The following is a quantum chemistry calculation of a structure of composition C5H10NS, from the Open Molecules 2025 dataset.

Atoms and positions in Å:
S: 0.783 -1.240 0.266
N: 1.331 1.025 0.725
C: 0.096 0.514 0.098
C: -2.142 -0.183 -0.440
C: 0.320 -1.971 -1.230
C: -1.203 0.788 0.147
C: 1.971 1.692 1.681
H: 1.852 1.050 -0.111
H: -2.153 -1.164 0.122
H: -1.435 1.702 0.750
H: 0.603 -3.001 -1.012
H: -1.677 -0.297 -1.506
H: -3.085 0.316 -0.431
H: 0.977 -1.786 -1.969
H: -0.763 -1.601 -1.255
H: 1.577 2.127 2.675
H: 2.947 2.029 1.491

Properties
E_HOMO (alpha / beta), eV: -12.783 / -12.783
HOMO-LUMO gap (alpha / beta), eV: 7.324 / 7.323
Net charge: +1

Atomic partial charges in e from the natural (NBO) method, atoms 1 to 8: S 0.280; N -0.438; C -0.053; C -0.669; C -0.776; C -0.080; C 0.095; H 0.431

Entry ii
The following is a quantum chemistry calculation of the ion C5H10NS with charge +1, from the Open Molecules 2025 dataset.

Atoms and positions in Å:
S: 1.999 -0.840 -0.389
N: -1.114 -0.345 -0.145
C: 0.709 -1.984 -0.052
C: 1.394 0.705 0.262
C: -0.558 -1.577 0.200
C: -2.482 -0.188 -0.187
C: 2.162 1.964 0.028
H: -2.942 -0.851 0.633
H: 1.082 -2.957 0.193
H: -3.083 -0.372 -0.993
H: -2.754 0.931 0.081
H: 0.450 0.697 0.775
H: -1.160 -2.261 0.804
H: 3.267 1.925 0.153
H: -0.762 0.006 -1.046
H: 1.938 2.301 -0.974
H: 1.855 2.846 0.657

Properties
E_HOMO (alpha / beta), eV: -12.867 / -12.868
HOMO-LUMO gap (alpha / beta), eV: 6.765 / 6.768
Net charge: +1

Atomic partial charges in e from the natural (NBO) method, atoms 1 to 8: S 0.622; N -0.611; C -0.540; C -0.054; C 0.111; C -0.413; C -0.747; H 0.211

Which of them is the least stable? Correct choice: entry i.